*A*
# C2H5ClN2O

A single C2H5ClN2O molecule (ωB97M-V/def2-TZVPD, the Open Molecules 2025 dataset).

As for the gap between HOMO and LUMO: 9.21 eV. The value obtained for the molar mass is 108.53 g/mol. Its SMILES is O[C@H]1NN[C@@H]1Cl. The value obtained for the highest occupied orbital energy is -8.5 eV.

Each line ends with the natural charge from an NBO analysis.
CARTESIAN COORDINATES (ANGSTROEM)
O -0.83 -1.13 -1.09  -0.71
C -0.06 -0.01 -0.69  0.20
N -0.85 0.82 0.26  -0.50
N 0.27 0.83 1.22  -0.48
C 0.93 -0.29 0.41  -0.09
Cl 2.68 -0.03 0.23  -0.03
H -0.94 -1.18 -2.06  0.48
H 0.32 0.62 -1.57  0.17
H -1.26 1.78 -0.02  0.37
H -0.08 0.65 2.27  0.36
H 0.73 -1.25 0.90  0.22

=====

*B*
# C2H5ClN2O

A 2-piece molecular cluster, C2H5ClN2O overall (ωB97M-V/def2-TZVPD, the Open Molecules 2025 dataset).

As for the gap between HOMO and LUMO (alpha / beta): 8.12 / 8.25 eV. The value obtained for the molar mass is 108.53 g/mol. The value obtained for the highest occupied orbital energy (alpha / beta) is -9.8 / -9.8 eV.

Each line ends with the natural charge from an NBO analysis.
CARTESIAN COORDINATES (ANGSTROEM)
C 0.24 -0.34 -0.20  0.61
C 1.73 -0.12 -0.08  -0.71
N -0.52 0.75 -0.28  -0.55
N -2.24 0.17 0.73  -0.40
O -0.24 -1.44 -0.07  -0.64
Cl -3.40 0.31 -0.46  0.21
H 1.97 0.87 -0.57  0.21
H 2.08 0.07 1.02  0.25
H 2.37 -0.93 -0.59  0.25
H -0.01 1.58 -0.24  0.37
H -1.99 -0.92 0.74  0.41

=====

What should be chosen as the least stable of them? Choose *B*.

=====

*A*
# C4H8NO

An isolated ion of composition C4H8NO and charge +1 (ωB97M-V/def2-TZVPD, the Open Molecules 2025 dataset).

As for the gap between HOMO and LUMO: 10.63 eV. The value obtained for the molar mass is 86.11 g/mol. As for the total charge: +1. Its SMILES is CO[C@H]1[C@@H]2[NH2+][C@@H]21. The value obtained for the highest occupied orbital energy is -14.3 eV.

Each line ends with the natural charge from an NBO analysis.
CARTESIAN COORDINATES (ANGSTROEM)
C -1.28 0.25 -2.04  -0.25
O -0.11 -0.06 -1.36  -0.49
C -0.14 0.05 0.00  0.15
C 0.55 -0.93 0.83  -0.08
N 0.83 -0.12 2.00  -0.52
C 1.26 0.34 0.69  -0.09
H -1.40 1.27 -2.18  0.18
H -2.01 -0.12 -1.33  0.18
H -1.24 -0.06 -3.11  0.23
H -0.97 0.60 0.30  0.20
H 0.83 -2.03 0.80  0.29
H 1.49 -0.31 2.80  0.48
H 0.01 0.44 2.38  0.43
H 2.18 0.68 0.23  0.29

=====

*B*
# C4H8NO

A 2-piece molecular cluster, C4H8NO overall (ωB97M-V/def2-TZVPD, the Open Molecules 2025 dataset).

As for the gap between HOMO and LUMO: 8.97 eV. The value obtained for the molar mass is 86.11 g/mol. As for the total charge: +1. The value obtained for the highest occupied orbital energy is -14.6 eV.

Each line ends with the natural charge from an NBO analysis.
CARTESIAN COORDINATES (ANGSTROEM)
C 2.13 -0.04 -0.12  0.55
C 2.99 -0.96 -0.20  -0.53
C 1.10 0.85 -0.14  -0.84
C -2.20 -0.76 -0.07  0.56
N -2.95 0.27 -0.30  -0.75
O -1.01 -0.78 0.24  -0.65
H 4.02 -0.89 -0.35  0.32
H 2.73 -2.04 0.04  0.34
H 1.19 1.38 0.90  0.30
H 1.22 1.59 -1.00  0.32
H -2.65 -1.79 -0.18  0.16
H -3.92 0.02 -0.19  0.41
H -2.77 1.16 0.04  0.41
H 0.15 0.22 0.00  0.41

=====

*C*
# C4H8NO

An isolated ion of composition C4H8NO and charge +1 (ωB97M-V/def2-TZVPD, the Open Molecules 2025 dataset).

As for the gap between HOMO and LUMO: 10.60 eV. The value obtained for the molar mass is 86.11 g/mol. As for the total charge: +1. Its SMILES is C=[N+]1CCCO1. The value obtained for the highest occupied orbital energy is -15.7 eV.

Each line ends with the natural charge from an NBO analysis.
CARTESIAN COORDINATES (ANGSTROEM)
C 1.85 0.14 1.15  0.05
N 0.73 -0.01 0.59  0.05
C 0.40 -0.55 -0.59  -0.26
C -0.80 0.24 -1.12  -0.41
C -1.58 0.31 0.16  -0.09
O -0.54 0.37 1.19  -0.29
H 1.82 0.45 2.17  0.25
H 2.83 -0.15 0.77  0.26
H 0.08 -1.66 -0.39  0.25
H 1.25 -0.45 -1.19  0.25
H -0.43 1.34 -1.33  0.23
H -1.26 -0.35 -1.92  0.27
H -2.32 0.99 0.40  0.24
H -2.03 -0.65 0.11  0.19

=====

What should be chosen as the least stable of them? Choose *A*.

=====

*A*
# C3H11N2S

A 2-piece molecular cluster, C3H11N2S overall (ωB97M-V/def2-TZVPD, the Open Molecules 2025 dataset).

As for the gap between HOMO and LUMO: 9.71 eV. The value obtained for the molar mass is 107.20 g/mol. As for the total charge: +1. The value obtained for the highest occupied orbital energy is -12.9 eV.

Each line ends with the natural charge from an NBO analysis.
CARTESIAN COORDINATES (ANGSTROEM)
C -2.62 2.18 -1.10  0.05
N -2.05 1.48 -0.21  -0.69
H -3.54 1.84 -1.56  0.18
H -2.26 3.15 -1.45  0.18
H -1.30 2.03 0.22  0.36
C 0.01 -1.34 0.47  -0.24
C 1.12 -0.64 -0.32  -0.57
S 2.52 -0.20 0.71  0.04
N -1.31 -1.22 -0.22  -0.71
H -0.15 -0.97 1.48  0.23
H 0.22 -2.40 0.60  0.23
H 0.69 0.17 -0.91  0.22
H 1.54 -1.37 -1.00  0.25
H 2.17 1.03 1.10  0.13
H -2.01 -1.76 0.28  0.44
H -1.32 -1.50 -1.21  0.43
H -1.64 -0.21 -0.20  0.46

=====

*B*
# C3H11N2S

A 2-piece molecular cluster, C3H11N2S overall (ωB97M-V/def2-TZVPD, the Open Molecules 2025 dataset).

As for the gap between HOMO and LUMO: 9.83 eV. The value obtained for the molar mass is 107.20 g/mol. As for the total charge: +1. The value obtained for the highest occupied orbital energy is -13.1 eV.

Each line ends with the natural charge from an NBO analysis.
CARTESIAN COORDINATES (ANGSTROEM)
C -2.10 0.70 0.19  -0.62
C -1.68 -0.61 -0.58  -0.55
C 1.59 -0.02 -0.36  0.38
N 1.33 0.92 0.56  -0.73
N 2.76 -0.65 -0.28  -0.76
S -0.29 -1.54 0.18  0.04
H -3.17 0.95 -0.16  0.25
H -2.21 0.44 1.24  0.21
H -1.43 1.52 0.02  0.19
H -1.44 -0.27 -1.69  0.23
H -2.64 -1.15 -0.58  0.25
H 0.91 -0.09 -1.17  0.24
H 2.02 1.11 1.17  0.40
H 0.46 1.42 0.57  0.43
H 3.31 -1.20 -1.03  0.46
H 3.43 -0.51 0.49  0.42
H -0.84 -1.02 1.43  0.17

=====

*C*
# C3H11N2S

A 2-piece molecular cluster, C3H11N2S overall (ωB97M-V/def2-TZVPD, the Open Molecules 2025 dataset).

As for the gap between HOMO and LUMO: 8.80 eV. The value obtained for the molar mass is 107.20 g/mol. As for the total charge: +1. The value obtained for the highest occupied orbital energy is -13.0 eV.

Each line ends with the natural charge from an NBO analysis.
CARTESIAN COORDINATES (ANGSTROEM)
C 1.51 -0.19 -1.16  -0.43
C 1.09 1.30 0.72  -0.43
C -1.69 -0.54 0.20  -0.04
N -2.15 -1.71 0.50  -0.69
N 1.18 -0.07 0.28  -0.67
S -2.56 0.69 -0.49  0.26
H 1.37 -1.20 -1.61  0.21
H 0.81 0.37 -1.80  0.20
H 2.55 0.08 -1.23  0.21
H 0.83 2.10 -0.02  0.21
H 0.25 1.25 1.48  0.18
H 1.91 1.68 1.18  0.21
H -0.56 -0.22 0.48  0.31
H -1.86 -2.56 1.06  0.47
H -3.07 -1.86 -0.06  0.41
H 1.84 -0.56 0.91  0.40
H -1.45 1.44 -0.45  0.17

=====

What should be chosen as the least stable of them? Choose *C*.

=====

*A*
# C3H11N2S

A 2-piece molecular cluster, C3H11N2S overall (ωB97M-V/def2-TZVPD, the Open Molecules 2025 dataset).

As for the gap between HOMO and LUMO: 9.38 eV. The value obtained for the molar mass is 107.20 g/mol. As for the total charge: +1. The value obtained for the highest occupied orbital energy is -12.8 eV.

Each line ends with the natural charge from an NBO analysis.
CARTESIAN COORDINATES (ANGSTROEM)
C -1.35 -0.63 -1.57  -0.73
S -1.03 -0.73 0.24  0.06
C -2.27 0.64 0.66  -0.69
H -2.32 -0.19 -1.79  0.24
H -0.52 -0.19 -2.14  0.22
H -1.42 -1.66 -1.98  0.24
H -1.79 1.61 0.92  0.23
H -3.03 0.15 1.27  0.25
H -2.75 0.98 -0.25  0.23
N 1.76 0.66 1.53  -0.71
C 2.42 -0.02 0.60  0.40
N 2.00 -0.82 -0.36  -0.72
H 0.77 0.68 1.66  0.44
H 2.25 1.46 1.90  0.43
H 3.49 0.19 0.57  0.22
H 1.01 -1.15 -0.29  0.44
H 2.79 -0.98 -0.97  0.44

=====

*B*
# C3H11N2S

A 2-piece molecular cluster, C3H11N2S overall (ωB97M-V/def2-TZVPD, the Open Molecules 2025 dataset).

As for the gap between HOMO and LUMO: 8.90 eV. The value obtained for the molar mass is 107.20 g/mol. As for the total charge: +1. The value obtained for the highest occupied orbital energy is -12.7 eV.

Each line ends with the natural charge from an NBO analysis.
CARTESIAN COORDINATES (ANGSTROEM)
C -2.99 -0.96 0.04  -0.65
C -2.29 0.27 0.74  -0.45
S -1.23 1.13 -0.60  -0.13
H -2.28 -1.66 -0.55  0.22
H -3.78 -0.51 -0.63  0.22
H -3.51 -1.78 0.82  0.24
H -2.95 1.00 1.11  0.22
H -1.64 -0.09 1.56  0.22
H -2.15 0.86 -1.55  0.16
N 1.88 0.09 -0.84  -0.72
C 2.61 0.51 0.15  0.40
N 3.91 0.18 0.26  -0.73
H 2.38 -0.57 -1.45  0.41
H 0.83 -0.07 -0.65  0.47
H 2.32 1.20 0.99  0.25
H 4.41 0.63 1.07  0.44
H 4.49 -0.24 -0.48  0.44

=====

What should be chosen as the least stable of them? Choose *B*.